Entry from the Open Molecules 2025 dataset: a 2-piece molecular cluster, H4O2 overall in a non-equilibrium geometry (the ωB97M-V functional and the def2-TZVPD basis).

HOMO-LUMO gap = 12.2586 eV
ΔE to the lowest compared entry with this formula, charge and spin = 4.5 kcal/mol
E_tot = -4159.7429 eV
structure (SMILES) = O.O

```
! wB97M-V def2-TZVPD RIJCOSX def2/J DEFGRID3
* xyz 0 1
O -0.942 -0.937 -1.042
H -0.182 -1.490 -1.238
H -1.738 -1.478 -0.860
O 1.001 0.946 1.194
H 1.556 1.742 1.374
H 0.305 1.218 0.570
*
```

Charges computed using natural (NBO), reported in e:
1 O -0.957
2 H 0.479
3 H 0.478
4 O -0.948
5 H 0.468
6 H 0.480

Entry from the Open Molecules 2025 dataset: a single C4H5NO2 molecule in a non-equilibrium geometry (the ωB97M-V functional and the def2-TZVPD basis).

HOMO-LUMO gap = 10.2318 eV
ΔE to the lowest compared entry with this formula, charge and spin = 171.5 kcal/mol
E_tot = -9806.8788 eV
structure (SMILES) = C1=NOC[C@@H]2O[C@@H]12

```
! wB97M-V def2-TZVPD RIJCOSX def2/J DEFGRID3
* xyz 0 1
C -0.816 -1.469 0.055
N -1.751 -0.481 0.078
O -1.220 0.934 -0.206
C 0.196 1.378 0.015
C 0.814 0.155 0.543
O 1.830 -0.530 -0.106
C 0.387 -0.885 -0.526
H -1.078 -2.567 0.409
H 0.670 1.545 -0.923
H 0.065 2.445 0.440
H 0.563 -0.269 1.616
H 0.341 -0.255 -1.396
*
```

Atom charges from the natural (NBO) analysis, given in e for atoms 1 to 8:
1 C -0.027
2 N -0.059
3 O -0.444
4 C -0.133
5 C 0.080
6 O -0.441
7 C -0.054
8 H 0.252

Entry from the Open Molecules 2025 dataset: a 40-piece molecular cluster, H80O40 overall in a non-equilibrium geometry (the ωB97M-V functional and the def2-TZVPD basis).

HOMO-LUMO gap = 9.8199 eV
ΔE to the lowest compared entry with this formula, charge and spin = 143.7 kcal/mol
E_tot = -83199.5833 eV

```
! wB97M-V def2-TZVPD RIJCOSX def2/J DEFGRID3
* xyz 0 1
H -4.803 2.067 2.564
H -4.209 1.267 3.697
O -3.957 1.817 2.954
H -7.041 -4.105 2.013
H -5.543 -4.176 1.894
O -6.269 -4.412 2.503
H 2.724 -0.786 -2.871
H 4.075 -0.054 -3.148
O 3.538 -0.836 -3.366
H 6.230 2.228 0.500
H 6.327 2.587 -0.864
O 6.092 1.799 -0.351
H -4.992 2.830 0.162
H -3.725 2.359 -0.270
O -4.257 3.165 -0.372
H 2.288 -1.492 1.500
O 1.319 -1.494 1.588
H 1.290 2.108 4.584
O 1.571 1.319 5.068
H -1.685 -1.733 3.381
H -0.304 -1.573 3.863
O -1.129 -1.090 3.816
H -4.341 1.613 -2.168
H -4.079 2.475 -3.493
O -3.989 1.634 -3.057
H -2.993 -0.710 -5.755
H -3.432 0.387 -4.886
O -2.621 -0.035 -5.187
H 3.156 2.200 -0.902
H 4.486 1.763 -0.589
O 3.574 1.756 -0.152
H 0.771 -2.397 0.002
O 0.650 -2.694 -0.909
H 1.108 4.457 -0.653
H 2.351 3.775 -0.736
O 1.425 3.537 -0.609
H -0.981 -3.404 -3.471
H -1.939 -3.997 -2.380
O -1.759 -3.198 -2.918
H 3.662 3.469 -2.775
H 2.838 2.201 -3.037
O 3.722 2.520 -2.743
H 2.294 -3.946 4.490
H 2.607 -3.538 3.001
O 1.986 -3.955 3.610
H -1.530 -6.096 1.768
H -0.745 -5.345 2.631
O -0.781 -5.486 1.658
H -1.327 2.532 -2.846
H -1.576 3.231 -1.807
O -0.844 3.303 -2.437
H -1.262 -0.862 1.494
O -1.291 -1.056 0.541
H 5.393 -3.232 -0.486
H 3.904 -3.058 -0.463
O 4.712 -2.910 0.100
H 3.476 4.374 1.210
O 4.318 4.090 0.794
H 2.136 -3.001 -1.942
H 3.021 -4.070 -2.215
O 3.098 -3.144 -1.960
H 0.974 5.743 -3.201
H -0.124 4.713 -3.394
O 0.717 5.007 -3.782
H 1.590 -2.678 5.359
H 1.419 -1.471 6.164
O 1.555 -2.404 6.285
H -5.732 -2.410 -1.644
H -7.344 -2.818 -1.448
O -6.507 -2.537 -1.063
H 3.851 -1.205 2.968
H 3.668 -1.043 4.464
O 3.217 -1.408 3.685
H -1.375 2.419 0.419
H -1.719 3.720 1.313
O -1.676 3.345 0.435
H 1.139 -1.673 -4.329
H 2.276 -2.827 -4.120
O 1.374 -2.602 -4.400
H -1.343 -1.452 -3.392
H -0.973 -0.413 -4.403
O -0.565 -0.897 -3.657
H -3.250 -5.004 -0.541
H -1.899 -5.238 -0.057
O -2.355 -5.122 -0.909
H 0.750 2.228 -3.703
H 0.935 0.685 -3.657
O 1.407 1.528 -3.670
H -1.037 3.168 3.200
O -0.218 3.552 3.584
H -3.974 3.821 2.535
H -3.972 4.723 1.199
O -4.018 4.705 2.167
H -0.357 -0.961 0.306
H 1.205 -2.024 2.396
H 4.028 3.198 0.457
H 2.237 0.910 4.508
H -0.241 -2.932 -1.172
H -0.557 3.928 4.396
O 2.979 1.222 2.791
H 3.676 0.948 2.180
H 3.011 2.178 2.734
O -4.706 -3.820 0.396
H -5.531 -3.310 0.198
H -3.907 -3.571 -0.066
O 1.977 3.978 2.166
H 1.012 3.870 2.127
H 2.070 4.292 3.066
O -1.263 0.928 -2.032
H -0.691 0.239 -2.480
H -0.668 1.035 -1.260
O 0.055 1.112 0.577
H 0.367 2.011 0.369
H 0.504 0.898 1.406
O -4.718 -1.185 -2.392
H -4.249 -0.897 -1.585
H -4.591 -0.675 -3.168
O 3.839 -0.614 1.188
H 4.566 -1.094 0.740
H 3.755 0.184 0.606
*
```

Atom charges from the Löwdin analysis, given in e for atoms 1 to 8:
1 H 0.038
2 H 0.055
3 O -0.039
4 H 0.024
5 H -0.020
6 O -0.078
7 H 0.010
8 H 0.044

Entry from the Open Molecules 2025 dataset: a single CH2Br2S molecule in a non-equilibrium geometry (the ωB97M-V functional and the def2-TZVPD basis).

HOMO-LUMO gap = 9.1796 eV
ΔE to the lowest compared entry with this formula, charge and spin = 19.2 kcal/mol
E_tot = -151988.1630 eV
structure (SMILES) = SC(Br)Br

```
! wB97M-V def2-TZVPD RIJCOSX def2/J DEFGRID3
* xyz 0 1
S 0.032 0.030 1.466
C -0.374 -0.164 -0.252
Br 0.330 -1.727 -1.123
Br 0.406 1.505 -1.366
H 1.307 0.482 1.487
H -1.702 -0.125 -0.212
*
```

Charges computed using natural (NBO), reported in e:
1 S 0.061
2 C -0.573
3 Br 0.105
4 Br -0.034
5 H 0.144
6 H 0.297